Computed, not measured: a molecular structure, C37H36BBrN8O3S2Ti at a distorted geometry, with ωB97M-V with the def2-TZVPD basis set.

```
89
Properties=species:S:1:pos:R:3:forces:R:3:lowdin_charge:R:1
Ti -0.38334 1.05943 -0.87726 -0.432 -0.989 1.389 0.8264
O -3.89792 -2.89561 1.49097 0.106 -0.022 -0.395 0.0537
C -3.42978 -1.83640 2.21250 1.017 1.096 -0.956 -0.2681
C -3.91857 -1.50280 3.44908 0.257 0.967 0.823 -0.0170
C -3.39448 -0.40421 4.16654 0.101 -0.500 0.293 -0.0509
C -2.29525 0.24874 3.64215 0.080 -0.108 -0.324 -0.0849
C -1.75422 -0.07901 2.39485 -0.383 0.444 0.053 -0.0358
C -2.41220 -1.00690 1.60196 -0.141 -1.086 0.616 -0.0996
C -2.06197 -1.09022 0.13342 0.967 -0.647 0.277 -0.3584
O -0.73770 -0.58489 -0.05797 -0.033 1.048 -1.444 -0.2686
N -2.93114 -0.29064 -0.69916 -0.089 1.298 -0.269 0.0301
N -2.51579 1.08850 -0.61028 -1.986 0.535 -1.326 -0.0849
C -3.32711 2.00628 -1.15109 1.255 -2.384 1.091 -0.1692
C -2.89787 3.29414 -1.41058 -0.461 3.497 -1.137 -0.5695
Br -1.16681 4.01693 -0.84482 -0.698 -1.270 0.241 0.8709
C -3.59317 4.30112 -2.13050 0.629 -1.508 1.481 -0.0629
C -4.44302 4.14306 -3.23907 -2.433 0.244 -1.816 -0.1951
C -5.14908 5.30170 -3.75241 -0.200 -0.636 0.259 0.0143
C -6.04892 5.20261 -4.81974 0.414 0.173 0.280 -0.0450
C -6.23611 3.97296 -5.45332 -1.075 0.836 -0.570 -0.0498
C -5.54085 2.87136 -5.02780 -0.199 -2.190 -0.128 -0.0808
C -4.72133 2.91442 -3.92943 1.546 0.572 0.937 -0.0145
H -4.36064 -3.53955 2.04298 -0.032 0.309 0.044 0.1225
H -4.74294 -2.03512 3.87078 -0.374 -0.476 0.163 0.1137
H -3.78258 -0.13819 5.18032 0.239 -0.243 -1.169 0.1301
H -1.84741 1.08710 4.11198 0.270 0.475 0.830 0.0957
H -0.84104 0.46542 2.06146 -1.033 -0.499 0.088 0.1118
H -2.11000 -2.10496 -0.29928 0.004 0.193 0.514 0.1531
H -3.92009 -0.46226 -0.50396 0.202 0.319 0.094 0.1509
H -4.38289 1.77979 -1.35834 0.459 -0.051 -0.095 0.1541
H -3.49908 5.31795 -1.76542 0.667 0.114 -0.365 0.1129
H -5.08315 6.26798 -3.24754 0.304 -0.300 -0.098 0.1225
H -6.59926 6.08961 -5.15922 0.292 -0.450 0.239 0.1238
H -6.99388 3.85984 -6.25647 0.768 0.232 0.513 0.1346
H -5.70720 1.88073 -5.52222 0.202 1.086 0.430 0.1343
H -4.16601 2.02363 -3.61328 -0.291 0.255 -0.290 0.1075
C 5.62897 0.92618 1.38623 -0.149 -2.403 -0.281 0.0143
N 5.34408 0.67743 -0.04719 -2.191 0.148 -1.149 -0.0485
C 6.22721 1.01528 -1.08263 -2.680 -0.137 -0.397 0.0122
C 5.47941 1.08351 -2.24405 -0.831 -0.816 1.080 0.0301
N 4.10956 0.75782 -1.91988 2.586 0.595 0.169 0.0111
B 2.93795 1.12514 -2.88485 -0.552 1.627 -0.552 -0.4818
N 1.98394 -0.04752 -3.06867 -1.886 -2.374 -0.955 -0.0040
C 2.44321 -1.36505 -3.31266 0.027 1.491 0.976 -0.0299
C 1.38313 -2.18737 -3.36644 -1.788 0.060 -0.565 -0.0051
N 0.20554 -1.39789 -3.37002 2.576 1.086 0.951 -0.1017
C -1.13774 -1.85359 -3.64891 -0.220 -0.733 0.026 -0.0175
C 0.59024 -0.07468 -3.15355 1.809 -1.949 -0.673 -0.6821
S -0.49381 1.24905 -3.33263 0.057 0.416 1.095 0.7342
C 4.05750 0.50795 -0.61847 3.176 0.424 0.134 -0.3904
S 2.69996 -0.39060 -0.01521 -0.403 -0.791 0.153 1.1807
H 6.39417 0.20712 1.68313 0.080 0.154 0.096 0.1126
H 4.75509 0.72028 2.00578 0.416 0.276 -0.640 0.0343
H 5.98365 1.89640 1.49188 0.577 1.790 0.190 0.0820
H 7.24866 1.22593 -0.86928 0.441 0.070 -0.026 0.1315
H 5.79203 1.20891 -3.28460 -0.328 0.213 0.639 0.1359
H 3.47151 1.41872 -3.91077 0.017 -0.099 -0.262 0.0893
H 2.27914 2.06685 -2.44779 0.660 -0.454 -0.385 0.0720
H 3.51681 -1.56138 -3.37713 -0.618 -0.019 0.200 0.1445
H 1.30815 -3.26944 -3.41382 0.104 0.345 -0.235 0.1370
H -1.04844 -2.73635 -4.31304 -0.278 0.686 0.227 0.1156
H -1.68906 -1.02381 -4.09345 0.047 -0.299 -0.177 0.0683
H -1.67080 -2.15842 -2.73714 0.263 0.139 -0.143 0.0887
O 0.77865 1.91756 0.57865 0.359 -1.734 -3.227 -0.2728
N 1.46783 1.34246 -0.42843 -0.189 1.372 2.993 -0.2880
N 3.27958 -0.68296 1.47719 -0.806 0.910 0.741 -0.2130
C 2.65164 -1.40835 2.38654 1.098 -0.114 -1.299 -0.2260
C 1.90031 -2.60438 1.99949 -0.758 -0.108 -0.102 -0.1900
C 0.69251 -2.91816 2.63784 -0.320 0.568 -0.137 -0.0330
C -0.08624 -3.94904 2.15707 -1.055 -0.724 0.537 -0.0579
C 0.39998 -4.79360 1.16678 -0.166 -0.618 0.075 -0.0505
C 1.61543 -4.52105 0.55413 -0.424 0.364 0.387 -0.0599
C 2.33353 -3.40421 0.92507 0.120 0.393 0.205 -0.0358
C 2.89601 -1.04811 3.75893 -0.318 -0.564 1.047 -0.1590
C 3.36888 0.21283 4.14331 -0.093 0.294 -0.011 -0.0002
C 3.49060 0.51234 5.50208 0.348 0.411 -0.527 -0.0531
C 3.10921 -0.41731 6.45236 -0.149 -0.308 0.945 -0.0481
C 2.60700 -1.67845 6.08863 0.864 -0.511 0.942 -0.0454
C 2.58232 -2.00526 4.75692 0.091 -0.473 -0.762 -0.0246
H 0.30369 -2.30651 3.45805 0.249 -0.117 -0.370 0.1297
H -1.08951 -4.14053 2.60709 1.022 0.134 -0.358 0.1286
H -0.11856 -5.73174 0.91955 0.034 0.680 -0.012 0.1244
H 1.97113 -5.16735 -0.21168 0.335 -0.402 -0.455 0.1047
H 3.25056 -3.17059 0.39637 0.057 0.015 0.182 0.1104
H 3.62800 0.94484 3.36512 -0.341 -0.300 0.674 0.1035
H 3.92409 1.46696 5.82769 -0.305 -0.431 -0.237 0.1222
H 3.26567 -0.17930 7.52072 -0.256 -0.158 -0.724 0.1277
H 2.44861 -2.47170 6.86143 -0.048 0.963 -0.768 0.1345
H 2.42182 -3.04137 4.41438 -0.179 0.677 0.490 0.1305
```
Positions in Å, forces in eV/Å.

For the total energy, the calculation gives -6339.41507 Eh. Its HOMO-LUMO gap (alpha / beta) is 5.69 / 6.05 eV. For the largest force on an atom, the calculation gives 0.0721 hartree/bohr. As for the total charge: +2. The value obtained for the HOMO energy (alpha / beta) is -12.564 / -12.505 eV.